1.
# CH8NS2

2 unconnected molecules or ions with the total composition CH8NS2 at a distorted geometry (the ωB97M-V functional and the def2-TZVPD basis, the OMol25 dataset).

XYZ file:
```
12
CH8NS2 the ωB97M-V functional and the def2-TZVPD basis
N 0.60881 1.18774 -2.15029
H -0.14359 0.54220 -1.71914
H 0.20666 1.90936 -2.74459
H 1.05046 1.65032 -1.35708
H 1.34908 0.70833 -2.66004
C 0.12740 -0.92627 2.32799
S -0.29320 -1.88638 0.86359
S -1.09853 -0.51767 -0.40661
H 0.68830 -1.57991 2.98216
H -0.78241 -0.70659 2.89509
H 0.68790 -0.03750 2.10181
H -2.40091 -0.34364 -0.13289
```

Calculated values
Highest occupied orbital energy = -13.090 eV
Net charge = +1
Kohn-Sham gap = 9.213 eV
Lowest unoccupied orbital energy = -0.1425 hartree

2.
# CH8O2

3 unconnected molecules or ions with the total composition CH8O2 at a distorted geometry (the ωB97M-V functional and the def2-TZVPD basis, the OMol25 dataset).

XYZ file:
```
11
CH8O2 the ωB97M-V functional and the def2-TZVPD basis
C 1.80054 3.17808 0.11493
H 2.71340 2.51928 0.24087
H 0.96190 2.84979 0.79076
H 1.34188 2.93539 -0.88844
H 2.02240 4.17645 0.00909
O -2.07440 -1.14748 0.26977
H -2.07770 -0.90126 1.19074
H -2.34136 -0.39817 -0.29210
O 0.39266 -2.05368 -0.46043
H 0.56317 -2.51276 0.39609
H -0.53296 -2.12800 -0.61133
```

Calculated values
Highest occupied orbital energy = -10.758 eV
Kohn-Sham gap = 11.376 eV
Lowest unoccupied orbital energy = 0.0227 hartree
Structure (SMILES) = C.O.O

3.
# CH8O2S

3 unconnected molecules or ions with the total composition CH8O2S at a distorted geometry (the ωB97M-V functional and the def2-TZVPD basis, the OMol25 dataset).

XYZ file:
```
12
CH8O2S the ωB97M-V functional and the def2-TZVPD basis
C -1.00308 -0.80523 -1.06148
S 0.12314 0.50110 -1.70673
H -0.79058 -1.62607 -1.70182
H -2.01630 -0.49235 -1.20572
H -0.76348 -1.10357 -0.05081
H 1.17611 -0.32414 -1.71203
O -0.09575 1.78881 1.27310
H -0.05433 1.82921 0.30383
H -0.99584 1.52740 1.49089
O 1.29480 -0.74944 1.37189
H 0.92008 0.14641 1.33448
H 2.20524 -0.69212 1.66440
```

Calculated values
Highest occupied orbital energy = -9.363 eV
Kohn-Sham gap = 10.103 eV
Lowest unoccupied orbital energy = 0.0272 hartree
Structure (SMILES) = CS.O.O

4.
# CH8O2S2

4 unconnected molecules or ions with the total composition CH8O2S2 at a distorted geometry (the ωB97M-V functional and the def2-TZVPD basis, the OMol25 dataset).

XYZ file:
```
13
CH8O2S2 the ωB97M-V functional and the def2-TZVPD basis
C -0.15393 -0.69732 1.47834
S 1.41073 0.11351 1.44634
S -2.56051 -0.09310 -0.65018
H -0.15874 -1.07464 0.43432
H -0.16658 -1.49323 2.23178
H -0.93678 0.04861 1.61691
H -3.04931 0.25825 -1.85315
H -0.90168 1.66970 -0.74304
H 0.37818 1.86715 0.13132
O -0.20604 2.31367 -0.48744
H 1.78243 -0.60053 -0.58260
H 2.74800 -1.21509 -1.61744
O 1.81424 -1.09698 -1.40516
```

Calculated values
Highest occupied orbital energy (alpha / beta) = -14.576 / -13.885 eV
Net charge = +1
Spin multiplicity = 2
Kohn-Sham gap (alpha / beta) = 4.836 / 3.802 eV
Lowest unoccupied orbital energy (alpha / beta) = -0.3579 / -0.3706 hartree

5.
# CH8O3

3 unconnected molecules or ions with the total composition CH8O3 at a distorted geometry (the ωB97M-V functional and the def2-TZVPD basis, the OMol25 dataset).

XYZ file:
```
12
CH8O3 the ωB97M-V functional and the def2-TZVPD basis
C -0.69571 1.54515 0.57402
O 0.32833 0.65195 0.67570
H -1.74263 1.17492 0.76610
H -0.46822 2.24701 1.31910
H -0.58972 2.05281 -0.38757
H 0.65246 0.68698 1.71401
H 1.64540 -1.74250 -0.55112
H 1.65417 -0.35111 0.11632
O 2.24102 -0.96363 -0.52575
H -0.94109 -0.74729 -0.58732
H -2.52194 -0.55981 -0.66558
O -1.75862 -1.19232 -0.79595
```

Calculated values
Highest occupied orbital energy (alpha / beta) = 0.598 / -6.345 eV
Net charge = -1
Spin multiplicity = 2
Kohn-Sham gap (alpha / beta) = 3.526 / 10.282 eV
Lowest unoccupied orbital energy (alpha / beta) = 0.1515 / 0.1447 hartree

6.
# CH8O5

4 unconnected molecules or ions with the total composition CH8O5 at a distorted geometry (the ωB97M-V functional and the def2-TZVPD basis, the OMol25 dataset).

XYZ file:
```
14
CH8O5 the ωB97M-V functional and the def2-TZVPD basis
O -2.23700 0.40619 0.33090
C -2.03615 -0.63872 0.87910
O -0.83459 -1.07102 1.28920
H -2.81336 -1.39217 1.06548
H -0.35097 -0.18756 1.52416
O 0.73302 0.98112 1.45447
H 0.33882 1.50436 0.74472
H 1.49860 0.61666 0.98004
O 2.09158 0.82331 -0.91081
H 3.01497 0.84079 -0.65007
H 2.10853 0.87511 -1.86715
O -0.17936 -1.00648 -1.89559
H -1.10489 -0.80784 -2.00843
H -0.22919 -0.94374 -0.93602
```

Calculated values
Highest occupied orbital energy = -10.801 eV
Kohn-Sham gap = 11.195 eV
Lowest unoccupied orbital energy = 0.0145 hartree
Structure (SMILES) = O=CO.O.O.O

7.
# CH8O5

4 unconnected molecules or ions with the total composition CH8O5 at a distorted geometry (the ωB97M-V functional and the def2-TZVPD basis, the OMol25 dataset).

XYZ file:
```
14
CH8O5 the ωB97M-V functional and the def2-TZVPD basis
O -0.08677 -1.23380 -1.34906
C -1.02623 -1.54629 -0.67560
O -2.27213 -1.13360 -0.75983
H -0.94224 -2.36817 0.11655
H -2.24609 -0.61427 -1.47544
O -1.99160 0.16622 -3.59219
H -2.59664 0.78402 -4.01492
H -1.11377 0.58071 -3.26113
O -0.80315 1.83973 -0.90110
H -0.47806 0.96076 -0.74779
H -0.91730 2.16377 0.00880
O 5.01091 -0.19233 5.73176
H 4.32984 0.46840 6.05976
H 5.13322 0.12483 4.86019
```

Calculated values
Highest occupied orbital energy = -11.185 eV
Kohn-Sham gap = 11.768 eV
Lowest unoccupied orbital energy = 0.0214 hartree
Structure (SMILES) = O=CO.O.O.O

8.
# CH8Si2

A molecular structure, CH8Si2 at a distorted geometry (the ωB97M-V functional and the def2-TZVPD basis, the OMol25 dataset).

XYZ file:
```
11
CH8Si2 the ωB97M-V functional and the def2-TZVPD basis
C 0.60720 1.76283 -0.12807
Si -1.28007 -1.74262 -0.31604
Si 0.68363 0.11184 0.80000
H 0.07249 2.54858 0.34701
H 1.54522 2.35069 -0.56110
H 0.06970 1.39453 -1.00495
H -0.24105 -2.64105 -0.64558
H -2.04191 -1.53265 -1.59953
H -2.28137 -1.93969 0.70555
H 0.97262 0.13158 2.37496
H 1.89354 -0.44403 0.02774
```

Calculated values
Highest occupied orbital energy = -8.734 eV
Kohn-Sham gap = 8.791 eV
Lowest unoccupied orbital energy = 0.0021 hartree

9.
# CH9N2O

2 unconnected molecules or ions with the total composition CH9N2O at a distorted geometry (the ωB97M-V functional and the def2-TZVPD basis, the OMol25 dataset).

XYZ file:
```
13
CH9N2O the ωB97M-V functional and the def2-TZVPD basis
N 2.04705 0.06908 -0.25135
H 2.89906 0.37041 -0.77327
H 1.83868 0.90584 0.34090
H 1.31540 -0.29900 -0.88422
H 2.34620 -0.65840 0.44527
N -1.43202 0.96556 0.29199
C -1.24243 -0.42253 0.55066
O -0.67220 -1.14346 -0.55072
H -2.35298 1.32077 0.12113
H -0.70574 1.42377 -0.18897
H -0.52310 -0.59048 1.34805
H -2.21749 -0.81517 0.83139
H -1.30042 -1.12639 -1.28087
```

Calculated values
Highest occupied orbital energy (alpha / beta) = -3.863 / -9.725 eV
Spin multiplicity = 2
Kohn-Sham gap (alpha / beta) = 4.732 / 10.326 eV
Lowest unoccupied orbital energy (alpha / beta) = 0.0319 / 0.0221 hartree

10.
# CH9N2O

2 unconnected molecules or ions with the total composition CH9N2O at a distorted geometry (the ωB97M-V functional and the def2-TZVPD basis, the OMol25 dataset).

XYZ file:
```
13
CH9N2O the ωB97M-V functional and the def2-TZVPD basis
O 1.82300 -0.01970 -1.97983
H 2.20691 -0.80922 -2.42875
H 1.22634 -0.24970 -0.43746
H 2.08076 0.78088 -2.45731
N 0.56108 -0.35237 0.37872
C -0.81825 0.57747 0.66447
N -2.03290 -0.15500 0.95901
H 0.24399 -1.23445 0.31684
H 1.04957 -0.20781 1.19742
H -0.46200 1.03755 1.65266
H -0.83576 1.36189 -0.07946
H -2.66325 -0.62743 0.30278
H -2.37949 -0.10212 1.91092
```

Calculated values
Highest occupied orbital energy = -14.460 eV
Net charge = +1
Kohn-Sham gap = 11.283 eV
Lowest unoccupied orbital energy = -0.1167 hartree

11.
# CH9N2O

2 unconnected molecules or ions with the total composition CH9N2O at a distorted geometry (the ωB97M-V functional and the def2-TZVPD basis, the OMol25 dataset).

XYZ file:
```
13
CH9N2O the ωB97M-V functional and the def2-TZVPD basis
O -1.59243 -0.63185 -1.18867
H -2.19534 0.16689 -1.26348
H -0.74394 0.00850 0.34235
H -1.92011 -1.35955 -1.89698
N -0.11423 -0.46514 1.01805
C 1.26152 -0.06209 0.33118
N 0.80498 1.14973 -0.35512
H -0.50160 -1.38419 1.18213
H -0.33371 -0.10992 1.94977
H 1.69054 -1.02635 -0.16763
H 1.92095 0.29490 1.17017
H 0.41347 1.99203 0.06146
H 1.30991 1.42705 -1.18324
```

Calculated values
Highest occupied orbital energy = -14.215 eV
Net charge = +1
Kohn-Sham gap = 10.864 eV
Lowest unoccupied orbital energy = -0.1231 hartree

12.
# CH9N3

2 unconnected molecules or ions with the total composition CH9N3 (the ωB97M-V functional and the def2-TZVPD basis, the OMol25 dataset).

XYZ file:
```
13
CH9N3 the ωB97M-V functional and the def2-TZVPD basis
N 0.27542 0.20164 1.64496
C -0.59721 0.50336 0.52722
N -1.90590 1.03559 0.87528
H 0.44677 1.00857 2.22831
H -0.13828 -0.51302 2.22680
H -0.05061 1.16994 -0.13910
H -0.75042 -0.43815 0.01620
H -2.68199 0.47234 0.57292
H -2.06852 2.00947 0.68451
N 1.99224 -1.51175 -2.65266
H 1.29197 -2.23571 -2.51052
H 2.47626 -1.46721 -1.75858
H 2.66366 -1.89733 -3.30718
```

Calculated values
Highest occupied orbital energy = -9.075 eV
Kohn-Sham gap = 10.169 eV
Lowest unoccupied orbital energy = 0.0402 hartree
Structure (SMILES) = NCN.N

13.
# CH9N3

2 unconnected molecules or ions with the total composition CH9N3 (the ωB97M-V functional and the def2-TZVPD basis, the OMol25 dataset).

XYZ file:
```
13
CH9N3 the ωB97M-V functional and the def2-TZVPD basis
N -0.48746 -0.91911 0.77896
C -1.61075 -0.32885 0.05144
N -2.81149 -1.12024 0.10866
H 0.04085 -0.25816 1.33407
H -0.76842 -1.64824 1.42864
H -1.82319 0.68050 0.42583
H -1.29143 -0.21715 -0.98397
H -2.57675 -2.06706 -0.17631
H -3.08224 -1.19001 1.08547
N 3.78274 1.62040 -1.08121
H 4.07470 2.13953 -0.26678
H 2.97981 1.03622 -0.87992
H 3.57363 2.27216 -1.82488
```

Calculated values
Highest occupied orbital energy = -9.244 eV
Kohn-Sham gap = 10.187 eV
Lowest unoccupied orbital energy = 0.0346 hartree
Structure (SMILES) = NCN.N

14.
# CH9N3O2

2 unconnected molecules or ions with the total composition CH9N3O2 at a distorted geometry (the ωB97M-V functional and the def2-TZVPD basis, the OMol25 dataset).

XYZ file:
```
15
CH9N3O2 the ωB97M-V functional and the def2-TZVPD basis
N -1.22923 -1.12569 -0.04321
N 0.00208 -1.35452 -0.63403
N 0.50025 -0.17698 -1.31104
O -0.17068 -2.39980 -1.61686
H -1.09335 -0.51185 0.76990
H -1.89043 -0.65197 -0.66954
H -0.03376 0.03385 -2.16043
H 1.46485 -0.35158 -1.57033
H -0.95272 -2.90521 -1.33717
C 0.69485 1.67356 1.75550
O -0.25966 1.55710 0.73149
H 0.93964 0.69743 2.19684
H 0.26733 2.31523 2.53337
H 1.61606 2.13644 1.39835
H 0.14476 1.06397 -0.04283
```

Calculated values
Highest occupied orbital energy = -9.377 eV
Kohn-Sham gap = 10.310 eV
Lowest unoccupied orbital energy = 0.0343 hartree
Structure (SMILES) = NN(N)O.CO

15.
# CH9N5S

2 unconnected molecules or ions with the total composition CH9N5S at a distorted geometry (the ωB97M-V functional and the def2-TZVPD basis, the OMol25 dataset).

XYZ file:
```
16
CH9N5S the ωB97M-V functional and the def2-TZVPD basis
C -1.25415 0.04664 0.15954
N 3.36291 0.29815 0.15344
N -1.43216 1.30273 0.10485
N 2.24684 -0.24916 0.06186
N -2.55953 2.10655 -0.09478
N 2.18727 -1.37514 -0.53199
S -2.72579 -1.13546 0.06983
H 4.27513 -0.18823 -0.00186
H 3.51121 0.99374 0.90766
H -0.60690 1.93130 0.09202
H -2.34708 3.03440 0.35982
H -3.54578 1.88962 0.27525
H -3.88996 -0.34632 0.48978
H 3.01188 -1.69668 -1.17771
H 1.30104 -1.82556 -0.63742
H -2.50098 -1.72031 1.24752
```

Calculated values
Highest occupied orbital energy (alpha / beta) = -15.768 / -17.280 eV
Net charge = +2
Spin multiplicity = 3
Kohn-Sham gap (alpha / beta) = 8.872 / 5.380 eV
Lowest unoccupied orbital energy (alpha / beta) = -0.2534 / -0.4373 hartree

16.
# CH9N6

2 unconnected molecules or ions with the total composition CH9N6 at a distorted geometry (the ωB97M-V functional and the def2-TZVPD basis, the OMol25 dataset).

XYZ file:
```
16
CH9N6 the ωB97M-V functional and the def2-TZVPD basis
C -1.21793 -0.78884 -0.23133
N 2.02386 -1.27797 0.20010
N 2.84212 -0.45626 -0.29394
N 2.39341 0.74486 -0.48288
N -2.36742 -0.30645 -0.79041
N -0.28571 -0.19208 0.46995
N -0.17720 1.06856 1.00623
H -0.77543 -1.64848 -0.66748
H 1.04826 -0.96267 0.30894
H 1.52239 1.15648 -0.09187
H 3.01716 1.23540 -1.12231
H -3.08331 0.36558 -0.50595
H -2.88954 -1.01408 -1.32892
H 0.16960 1.04152 1.89619
H 2.40924 -2.20241 0.36183
H -1.00576 1.65208 1.05656
```

Calculated values
Highest occupied orbital energy = -12.890 eV
Net charge = +1
Kohn-Sham gap = 9.017 eV
Lowest unoccupied orbital energy = -0.1423 hartree

17.
# CH9NO3

3 unconnected molecules or ions with the total composition CH9NO3 at a distorted geometry (the ωB97M-V functional and the def2-TZVPD basis, the OMol25 dataset).

XYZ file:
```
14
CH9NO3 the ωB97M-V functional and the def2-TZVPD basis
N -0.77096 -1.47724 -0.00678
C -0.80386 -0.88474 1.30957
O 0.27145 0.08434 1.48206
H -0.98503 -0.78149 -0.71248
H 0.16898 -1.78863 -0.19942
H -1.75797 -0.38326 1.41294
H -0.55214 -1.67159 2.01651
H -0.02234 0.97728 1.67569
O 1.20686 -0.37028 -1.64974
H 1.04281 0.06119 -0.80276
H 1.36832 0.38922 -2.21184
O 0.07777 1.97851 -1.09062
H -0.11814 1.39066 -0.35186
H 0.87424 2.47603 -0.87126
```

Calculated values
Highest occupied orbital energy = -9.998 eV
Kohn-Sham gap = 10.388 eV
Lowest unoccupied orbital energy = 0.0143 hartree
Structure (SMILES) = NCO.O.O

18.
# CH9NO3

3 unconnected molecules or ions with the total composition CH9NO3 at a distorted geometry (the ωB97M-V functional and the def2-TZVPD basis, the OMol25 dataset).

XYZ file:
```
14
CH9NO3 the ωB97M-V functional and the def2-TZVPD basis
N -0.18534 0.17192 -1.75912
C -1.23317 0.56376 -0.69014
O -0.44828 1.38194 0.17259
H -0.57229 0.58438 -2.59681
H 0.72720 0.52319 -1.48432
H -2.14412 0.98510 -1.06426
H -1.17814 -0.43381 -0.23622
H -1.07536 1.98418 0.59416
O -0.43152 -2.56825 1.04413
H -0.77842 -2.53800 0.13807
H 0.49972 -2.55595 1.21220
O 2.17745 0.70557 1.06790
H 1.42044 0.91376 1.62564
H 2.06947 -0.10040 0.56668
```

Calculated values
Highest occupied orbital energy = -9.663 eV
Kohn-Sham gap = 10.298 eV
Lowest unoccupied orbital energy = 0.0233 hartree
Structure (SMILES) = NCO.O.O

Energy above the lowest of the compared OMol25 structures with the same formula, charge and spin values, unit kcal per mole, following the record order: 7.5; 11.3; 4.3; 112.6; 14.4; 12.9; 25.4; 45.8; 1.5; 22.8; 39.7; 2.7; 5.3; 95.8; 41.9; 45.1; 13.3; 35.5.